1.
40
Properties=species:S:1:pos:R:3 method="wB97M-V/def2-TZVPD" gap_ev=8.4 spin_multiplicity=1 homo_ev=-7.837 total_charge=0 e_lumo_ev=0.5 smiles="CS(=O)(=O)N(CC(=O)Nc1ccc2c(c1)OCO2)c1ccc(Cl)cc1"
C 2.6362 -2.1944 -0.4649
S 0.9666 -1.7444 -0.9945
O 0.4619 -2.7741 -1.8467
O 0.9744 -0.4053 -1.4940
N 0.0314 -1.7338 0.4238
C 0.6428 -1.0197 1.5251
C 1.1735 0.3432 1.0555
O 2.3547 0.6039 1.1374
N 0.1888 1.1708 0.6500
C 0.3110 2.4293 0.0448
C 1.5011 3.1437 0.0473
C 1.5891 4.4004 -0.5455
C 0.4555 4.9111 -1.1273
C -0.7434 4.1953 -1.1267
C -0.8448 2.9572 -0.5480
O -1.7107 4.9249 -1.7629
C -1.0811 6.1180 -2.1818
O 0.2671 6.1092 -1.7668
C -0.7497 -2.8668 0.7054
C -0.6081 -3.6048 1.8778
C -1.4188 -4.6994 2.1192
C -2.3687 -5.0688 1.1820
Cl -3.3748 -6.4399 1.4802
C -2.5222 -4.3421 0.0107
C -1.7237 -3.2394 -0.2190
H 3.0669 -1.3678 0.0871
H 3.1941 -2.3746 -1.3747
H 2.5728 -3.1011 0.1229
H -0.1166 -0.8612 2.2983
H 1.4870 -1.5632 1.9697
H -0.7201 0.7437 0.5301
H 2.3732 2.7103 0.5044
H 2.5134 4.9521 -0.5485
H -1.7738 2.4112 -0.5621
H -1.1293 6.1934 -3.2803
H -1.5988 6.9826 -1.7365
H 0.1331 -3.3340 2.6132
H -1.3070 -5.2674 3.0294
H -3.2690 -4.6326 -0.7108
H -1.8339 -2.6656 -1.1233

=====

2.
74
Properties=species:S:1:pos:R:3 method="wB97M-V/def2-TZVPD" gap_ev="7.9 / 7.3" spin_multiplicity=2 homo_ev="-8.003 / -7.404" total_charge=0 e_lumo_ev="-0.1 / -0.1" s_squared=0.760
Mn -0.1088 -0.3601 0.2381
C -0.8949 -0.1470 3.8127
As -0.4738 0.9614 2.2666
C -1.9540 2.2146 2.3618
C 0.9833 1.9914 3.0838
C 1.9724 2.7069 2.1454
C 1.2265 3.4502 1.0369
C 2.9669 1.6929 1.5566
As 2.3179 0.4432 0.1797
C 2.7439 1.4466 -1.4316
C 3.8628 -0.7445 0.1993
C 2.7606 3.7076 3.0107
As 4.0264 4.8886 2.0502
C 2.8471 6.4362 1.7872
C 4.8887 5.5661 3.6779
H -1.0156 0.4706 4.7028
H -0.0883 -0.8607 3.9756
H -1.8198 -0.6923 3.6253
H -1.9301 2.7558 3.3080
H -2.8813 1.6486 2.2795
H -1.9181 2.9027 1.5211
H 1.5308 1.2838 3.7143
H 0.5058 2.7108 3.7545
H 0.6236 2.7734 0.4267
H 1.9230 3.9443 0.3551
H 0.5629 4.2129 1.4522
H 3.3745 1.0785 2.3660
H 3.8097 2.2193 1.1005
H 3.7056 1.9453 -1.3076
H 1.9614 2.1724 -1.6374
H 2.8023 0.7471 -2.2663
H 4.7808 -0.1606 0.1331
H 3.8002 -1.4218 -0.6517
H 3.8715 -1.3353 1.1147
H 3.3547 3.1601 3.7494
H 2.0685 4.3502 3.5640
H 2.2314 6.3038 0.8998
H 3.4676 7.3213 1.6471
H 2.2032 6.5874 2.6544
H 5.5156 4.7881 4.1122
H 4.1452 5.8801 4.4115
H 5.5208 6.4161 3.4241
C -1.7625 -0.0619 -5.3319
Se -0.8749 -0.3501 -3.6285
C -2.2172 -1.5778 -2.8499
C -3.1841 -1.0053 -1.8231
Se -2.6202 -0.9187 0.0466
C -2.7286 -2.8351 0.3558
H -1.9270 -1.0242 -5.8028
H -1.0930 0.5489 -5.9317
H -2.6823 0.4720 -5.1167
H -1.6323 -2.4136 -2.4712
H -2.7747 -1.9150 -3.7241
H -4.0519 -1.6673 -1.8025
H -3.5316 -0.0117 -2.0881
H -3.7340 -3.1710 0.1111
H -2.5438 -3.0030 1.4141
H -1.9854 -3.3775 -0.2254
O -1.9613 1.2549 -3.1159
Se -1.5210 2.0355 -1.6482
O -0.9968 3.5094 -1.9787
O -0.2581 1.0933 -1.1223
O -2.7914 1.8891 -0.6681
I 0.4371 -2.4622 -4.7713
C 0.3858 -2.2099 -0.3272
C 0.7027 -3.4417 -0.8899
C 0.8191 -4.5573 -0.0637
C 0.6235 -4.4410 1.3035
C 0.3276 -3.1851 1.8138
N 0.2344 -2.1424 1.0061
H 0.8543 -3.5385 -1.9537
H 1.0592 -5.5230 -0.4926
H 0.7015 -5.2937 1.9630
H 0.1724 -3.0201 2.8745

=====

3.
18
Properties=species:S:1:pos:R:3 method="wB97M-V/def2-TZVPD" gap_ev=9.3 spin_multiplicity=1 homo_ev=-13.237 total_charge=+1 e_lumo_ev=-3.9
C -1.3385 1.2695 0.0175
C -0.4877 1.2521 -1.0275
N 0.7093 1.8480 -1.0661
N -2.6158 0.5232 -0.0916
H -1.2081 1.7878 0.9508
H -0.7252 0.6558 -1.9005
H 1.2654 1.7276 -1.8932
H 1.0482 2.5242 -0.4150
H -3.4192 1.1517 -0.0095
H -2.6887 -0.1819 0.6393
H -2.6687 0.0674 -1.0007
N 1.4540 -2.5490 0.3805
C 2.2480 -1.4761 0.7740
O 1.9267 -0.9185 1.9666
O 3.1865 -1.0775 0.1593
H 1.5037 -2.6641 -0.6193
H 0.5124 -2.4817 0.7034
H 1.2976 -1.4586 2.4323

=====

4.
12
Properties=species:S:1:pos:R:3 method="wB97M-V/def2-TZVPD" gap_ev=10.7 spin_multiplicity=1 homo_ev=-9.942 total_charge=0 e_lumo_ev=0.8 smiles="C#C[C@@H]1CC(=O)N1"
C 0.4853 -1.4025 -2.2672
C 0.5450 -0.8542 -1.1952
C 0.4706 -0.3003 0.0794
C -0.7061 -0.2690 1.0547
C -0.4980 1.2533 1.1139
O -0.7926 2.1561 1.8425
N 0.4598 1.2083 0.1541
H 0.5646 -1.6346 -3.2835
H 1.3040 -0.6703 0.6873
H -0.8906 -0.8676 1.9628
H -1.6799 -0.3554 0.5337
H 0.7381 1.7362 -0.6826

=====

5.
29
Properties=species:S:1:pos:R:3 method="wB97M-V/def2-TZVPD" gap_ev=7.1 spin_multiplicity=1 homo_ev=-16.794 total_charge=+2 e_lumo_ev=-9.7
C 4.7374 0.0411 0.0734
C 4.0806 -1.1957 -0.1564
C 4.0338 1.2219 0.2565
C 2.6707 -1.2112 -0.3345
C 2.6677 1.1315 0.2616
C 1.9988 -0.0457 0.0842
C -1.9331 1.4144 -0.3316
C -2.1176 -0.9052 0.5228
C -2.7153 2.7269 -0.5956
C -3.1404 -1.8703 0.9252
N -0.6230 1.3349 -0.2624
N -2.6470 0.2112 -0.0167
N -0.8296 -0.9415 1.0387
O -1.1728 -1.5958 -1.4270
P 0.2199 0.0249 0.0424
H 5.7834 0.1551 0.1393
H 4.6783 -2.0646 -0.2610
H 4.4949 2.1015 0.6091
H 2.3238 -2.0999 -0.6793
H 2.1650 1.9971 0.6323
H -3.2463 3.2110 0.2604
H -3.4622 2.5083 -1.3573
H -2.1670 3.5927 -0.9689
H -2.9320 -2.4523 1.8325
H -2.8564 -2.6528 0.1711
H -4.1432 -1.5888 0.6017
H -3.7151 0.2866 -0.1621
H -0.5367 -1.8986 1.4236
H -1.6166 -1.4367 -2.3223

=====

6.
109
Properties=species:S:1:pos:R:3 method="wB97M-V/def2-TZVPD" gap_ev="7.1 / 6.9" spin_multiplicity=2 homo_ev="-7.275 / -7.937" total_charge=0 e_lumo_ev="-0.2 / -1.0" s_squared=0.759
Sn -2.3706 1.0778 -0.1031
C -0.7728 5.5109 -0.0083
C -1.5220 4.2221 0.0539
N -0.9890 3.0796 -0.1485
O 0.3288 3.0930 -0.5697
B 0.3374 2.7391 -2.0414
F 1.5641 3.0733 -2.5553
F -0.7062 3.3774 -2.7019
O 0.1639 1.2345 -2.1160
N -1.1622 0.8666 -2.0958
C -1.7549 0.7547 -3.2237
C -1.0771 0.8221 -4.5486
C -3.2369 0.6400 -3.1613
N -3.7079 1.2028 -2.1170
O -5.0358 1.2334 -1.9677
B -5.6202 2.4813 -1.3192
F -5.6689 3.4663 -2.3013
F -6.8488 2.1104 -0.8370
O -4.8687 3.0375 -0.1330
N -3.5514 3.2340 -0.3268
C -2.9914 4.1931 0.3047
C -3.6886 5.1939 1.1646
C -4.0705 0.0710 -4.2594
H -0.0738 5.4830 -0.8415
H -0.1899 5.6476 0.9052
H -1.4523 6.3523 -0.1238
H -0.0250 1.0575 -4.4270
H -1.5511 1.5874 -5.1647
H -1.1821 -0.1360 -5.0625
H -4.6615 4.8021 1.4501
H -3.8480 6.1272 0.6205
H -3.0994 5.4144 2.0555
H -3.5322 -0.7009 -4.8071
H -4.3666 0.8563 -4.9586
H -4.9817 -0.3438 -3.8337
O -2.3551 -4.6206 2.0950
C -2.2309 -4.7836 0.7637
C -2.0226 -6.0989 0.3394
C -1.8886 -6.3949 -0.9981
C -1.9665 -5.3900 -1.9648
C -2.1880 -4.0967 -1.5574
C -2.3172 -3.7648 -0.2014
C -2.6138 -2.3521 0.0904
O -3.0656 -1.5659 -0.6990
N -2.3021 -1.9378 1.4437
N -2.7734 -0.7777 1.8992
C -1.7180 -0.2874 2.7602
S -1.8129 1.5090 3.0056
C -2.5939 1.4862 4.6489
C -3.1967 0.1113 4.8639
S -1.9218 -1.0819 4.4095
H -2.4921 -3.6857 2.3160
H -1.9770 -6.8701 1.0968
H -1.7278 -7.4223 -1.3000
H -1.8636 -5.6258 -3.0149
H -2.2646 -3.2915 -2.2767
H -3.3495 2.2716 4.6669
H -1.8273 1.6940 5.3935
H -4.0768 -0.0393 4.2402
H -3.4550 -0.0569 5.9089
C 6.0055 1.7196 -3.9585
C 4.9182 1.4140 -2.9646
C 4.0754 0.3284 -3.1283
C 3.0608 0.0322 -2.2219
C 2.2196 -1.1802 -2.4956
C 2.9075 0.8701 -1.1220
Te 1.7265 0.4967 0.6460
N -0.1889 -0.0903 0.7828
C -0.4101 -0.7973 2.0214
O -0.9212 -2.1311 1.6968
C 0.7309 -1.0268 3.0094
C 1.2628 0.0559 3.7068
C 2.2796 -0.1312 4.6307
C 2.7712 -1.4045 4.8796
C 2.2381 -2.4890 4.1981
C 1.2243 -2.3030 3.2700
C 2.8385 -1.3103 0.9547
C 4.0901 -1.0321 1.5090
C 4.9767 -2.0422 1.8294
C 4.6130 -3.3581 1.5837
C 3.3828 -3.6326 1.0146
C 2.4626 -2.6313 0.6891
C 1.1584 -3.0976 0.0862
C 3.7255 1.9934 -0.9258
C 3.5667 2.9964 0.1981
C 4.7266 2.2294 -1.8572
H 5.9296 1.0779 -4.8352
H 6.9911 1.5693 -3.5134
H 5.9489 2.7578 -4.2880
H 4.1949 -0.3166 -3.9928
H 1.9724 -1.2290 -3.5568
H 1.2939 -1.1613 -1.9351
H 2.7736 -2.0857 -2.2381
H 0.8629 1.0488 3.5423
H 2.6806 0.7201 5.1662
H 3.5611 -1.5497 5.6057
H 2.6121 -3.4875 4.3843
H 0.8152 -3.1546 2.7463
H 4.3774 -0.0017 1.6953
H 5.9355 -1.8058 2.2724
H 5.2879 -4.1675 1.8321
H 3.1043 -4.6620 0.8140
H 1.3596 -3.6826 -0.8134
H 0.4830 -2.2838 -0.1577
H 0.6354 -3.7471 0.7884
H 2.5423 3.3706 0.2522
H 4.2255 3.8436 0.0178
H 3.8234 2.5798 1.1736
H 5.3625 3.0981 -1.7227

=====

Ordered E results: -53410.1272; -449056.6862; -11831.7911; -8800.6241; -26383.1952; -115013.2932; unit eV.
Ordered maximum force results: 1.2; 0.5; 0.9; 3.6; 4.4; 0.6; unit eV Å⁻¹.
Ordered ΔE to the lowest compared entry with this formula, charge and spin results: 18.5; 15.9; 56.4; 64.5; 97.8; 0.0; unit kcal per mole.